--- A ---
DFT (the ωB97M-V functional and the def2-TZVPD basis) results for 11 unconnected molecules or ions with the total composition C10H40F2NO14S2.

The geometry in XYZ format:
```
69
Properties=species:S:1:pos:R:3:lowdin_charge:R:1
N -0.481 -0.738 -0.589 -0.28
S 0.599 -0.095 0.303 0.45
O 0.548 -0.316 1.718 -0.27
O 1.148 1.147 -0.176 -0.26
F 1.747 -1.121 -0.091 -0.17
S -1.629 0.541 -0.438 0.59
O -1.764 1.381 -1.588 -0.24
O -1.851 1.136 0.852 -0.26
F -2.888 -0.441 -0.535 -0.19
C -4.212 1.574 -4.425 -0.15
O -4.096 2.973 -4.182 -0.13
H -3.415 1.059 -3.883 0.06
H -5.186 1.188 -4.116 0.07
H -4.067 1.412 -5.491 0.08
H -4.215 3.109 -3.238 0.07
C -1.712 -0.041 3.988 -0.18
O -0.510 -0.745 4.227 -0.13
H -2.337 -0.017 4.885 0.07
H -1.573 1.038 3.845 0.07
H -2.277 -0.428 3.141 0.06
H 0.007 -0.581 3.419 0.01
C 3.021 1.713 2.964 -0.16
O 3.097 3.087 3.354 -0.13
H 2.092 1.262 3.321 0.07
H 3.193 1.556 1.900 0.06
H 3.779 1.175 3.534 0.07
H 2.296 3.547 3.057 0.02
C -3.659 -2.548 1.238 -0.18
O -2.294 -2.859 1.048 -0.12
H -3.774 -1.488 1.465 0.06
H -4.238 -2.904 0.381 0.08
H -4.083 -3.087 2.087 0.08
H -2.022 -2.396 0.251 0.02
C 4.798 0.000 -0.226 -0.14
O 5.498 0.414 0.964 -0.13
H 3.785 0.391 -0.280 0.05
H 5.367 0.274 -1.117 0.08
H 4.797 -1.091 -0.267 0.07
H 6.123 1.069 0.646 0.07
C 0.580 -4.192 -0.360 -0.14
O -0.008 -3.372 -1.362 -0.15
H -0.212 -4.732 0.163 0.07
H 1.215 -4.926 -0.860 0.07
H 1.179 -3.563 0.297 0.07
H -0.081 -2.463 -1.029 -0.01
C -0.197 3.544 1.849 -0.12
O 0.751 4.369 2.536 -0.14
H 0.069 2.518 2.107 0.06
H -1.196 3.730 2.241 0.09
H -0.021 3.607 0.775 0.09
H 0.385 5.252 2.616 0.08
C -0.198 2.620 -4.384 -0.18
O -0.221 1.465 -5.188 -0.12
H 0.165 3.486 -4.942 0.07
H -1.212 2.933 -4.110 0.06
H 0.365 2.557 -3.450 0.07
H -0.529 0.739 -4.623 0.03
C -1.717 -1.733 -3.714 -0.14
O -0.816 -0.689 -3.391 -0.15
H -1.271 -2.724 -3.787 0.07
H -2.524 -1.756 -2.974 0.07
H -2.250 -1.480 -4.632 0.08
H -0.598 -0.740 -2.442 0.02
C 3.104 -2.215 2.513 -0.15
O 3.562 -3.410 3.143 -0.12
H 3.474 -1.289 2.965 0.07
H 3.393 -2.142 1.468 0.06
H 2.018 -2.164 2.607 0.07
H 3.177 -3.381 4.023 0.07
```

## Properties
* gap between HOMO and LUMO: 9.7 eV
* charge: -1



--- B ---
DFT (the ωB97M-V functional and the def2-TZVPD basis) results for 11 unconnected molecules or ions with the total composition C10H40F2NO14S2.

The geometry in XYZ format:
```
69
Properties=species:S:1:pos:R:3:lowdin_charge:R:1
N 0.728 1.149 -0.535 -0.31
S 0.980 1.362 0.933 0.48
O 1.980 0.489 1.560 -0.28
O -0.177 1.916 1.591 -0.26
F 1.844 2.729 0.721 -0.19
S -0.271 -0.193 -0.448 0.62
O -1.673 0.022 -0.147 -0.27
O 0.336 -1.475 -0.048 -0.28
F -0.294 -0.407 -2.046 -0.18
C -3.024 0.751 2.771 -0.17
O -3.683 1.271 1.616 -0.13
H -3.694 0.269 3.484 0.07
H -2.522 -0.180 2.509 0.06
H -2.324 1.384 3.317 0.07
H -3.088 1.348 0.867 0.03
C 2.869 -3.043 1.668 -0.16
O 3.290 -3.263 2.996 -0.13
H 3.651 -3.348 0.972 0.07
H 1.998 -3.622 1.360 0.07
H 2.728 -1.969 1.548 0.05
H 3.812 -2.537 3.348 0.02
C -3.793 1.410 -2.259 -0.17
O -4.420 2.580 -1.807 -0.10
H -3.998 1.080 -3.278 0.08
H -2.716 1.580 -2.254 0.07
H -4.006 0.615 -1.545 0.05
H -5.323 2.256 -1.776 0.07
C -1.014 4.244 -0.850 -0.13
O -0.440 3.323 -1.765 -0.14
H -1.608 3.646 -0.159 0.08
H -0.197 4.736 -0.322 0.06
H -1.508 5.051 -1.392 0.09
H -0.110 2.547 -1.305 0.00
C -5.157 -1.198 0.191 -0.16
O -5.267 -2.409 -0.548 -0.12
H -5.426 -0.296 -0.359 0.06
H -5.654 -1.098 1.155 0.08
H -4.093 -1.000 0.317 0.05
H -5.096 -3.133 0.059 0.05
C -2.236 -3.880 0.232 -0.16
O -3.339 -4.611 0.724 -0.13
H -2.552 -3.383 -0.685 0.09
H -1.878 -3.182 0.989 0.08
H -1.351 -4.516 0.241 0.07
H -3.508 -5.355 0.141 0.08
C 3.611 0.268 -1.752 -0.19
O 3.162 1.576 -1.820 -0.10
H 4.061 0.014 -0.792 0.06
H 2.891 -0.550 -1.795 0.06
H 4.366 0.005 -2.493 0.08
H 2.323 1.655 -1.360 0.01
C 4.855 -0.267 3.055 -0.11
O 5.342 -1.546 3.551 -0.14
H 4.377 -0.220 2.077 0.05
H 4.115 0.069 3.782 0.09
H 5.726 0.388 3.039 0.08
H 6.251 -1.660 3.262 0.08
C 0.820 -4.185 -1.827 -0.23
O 1.392 -3.293 -2.643 -0.08
H 0.533 -5.090 -2.363 0.08
H 1.335 -4.425 -0.896 0.08
H -0.141 -3.754 -1.548 0.05
H 1.832 -2.710 -2.020 0.06
C 2.739 5.465 -1.401 -0.20
O 1.809 5.389 -2.387 -0.11
H 3.467 4.654 -1.435 0.08
H 3.159 6.469 -1.349 0.08
H 2.131 5.252 -0.521 0.06
H 1.065 4.834 -2.141 0.04
```

## Properties
* gap between HOMO and LUMO: 9.8 eV
* charge: -1



Which of them is most stable, and which least? Most stable: A; least stable: B.



--- A ---
DFT (the ωB97M-V functional and the def2-TZVPD basis) results for a molecular structure, C3H10N3S.

The geometry in XYZ format:
```
17
Properties=species:S:1:pos:R:3:lowdin_charge:R:1
C 0.077 0.141 1.153 -0.19
C 1.787 0.928 -0.394 0.16
C -1.919 1.019 0.002 -0.08
N 0.897 0.024 -0.140 -0.23
N -1.284 -0.095 0.802 -0.43
N 0.400 -0.883 -0.960 -0.22
S -1.137 -1.429 -0.223 1.00
H 0.591 -0.731 1.749 0.18
H 0.344 1.167 1.605 0.16
H 1.169 -3.203 -0.527 0.06
H 2.348 1.029 -1.335 0.12
H 1.972 1.702 0.512 0.17
H -1.249 1.286 -0.748 0.05
H -2.799 0.704 -0.450 0.06
H -2.215 1.785 0.747 0.12
H 0.342 -0.474 -1.838 0.09
H 0.679 -2.970 0.044 -0.02
```

## Properties
* gap between HOMO and LUMO: 8.7 eV
* charge: +1



--- B ---
DFT (the ωB97M-V functional and the def2-TZVPD basis) results for 2 unconnected molecules or ions with the total composition C3H10N3S.

The geometry in XYZ format:
```
17
Properties=species:S:1:pos:R:3:lowdin_charge:R:1
C 0.920 1.573 0.842 -0.24
C -0.379 2.310 0.689 -0.42
C 1.097 0.337 -0.044 -0.23
N 0.125 -0.179 -0.625 0.12
N -0.844 2.116 3.155 -0.22
N -0.935 -2.696 -1.691 -0.02
S -1.699 1.934 1.885 1.15
H 1.774 2.220 0.755 0.12
H 1.073 1.245 1.856 0.10
H -0.176 3.401 0.988 0.12
H -0.881 2.259 -0.408 0.15
H 2.083 0.008 -0.015 0.10
H -1.516 2.105 4.045 0.11
H -1.870 -2.447 -1.406 0.01
H 0.157 -1.124 -1.087 0.04
H -1.062 -3.012 -2.748 0.10
H -0.680 -3.520 -1.177 0.01
```

## Properties
* gap between HOMO and LUMO (alpha / beta): 5.6 / 5.6 eV
* charge: +1



Which of them is most stable, and which least? Most stable: B; least stable: A.



--- A ---
DFT (the ωB97M-V functional and the def2-TZVPD basis) results for C12H26N6O3 in the gas phase.

The geometry in XYZ format:
```
47
Properties=species:S:1:pos:R:3:lowdin_charge:R:1
H -0.938 1.125 2.094 0.09
N -0.273 1.121 1.297 0.06
C 0.866 1.504 1.765 -0.52
N 1.443 1.193 3.015 0.12
N 1.755 2.380 1.087 0.03
C 1.178 3.038 -0.142 -0.17
C 1.869 2.415 -1.385 -0.17
C 1.449 0.974 -1.818 -0.12
C 2.126 -0.152 -0.989 -0.37
N 3.544 -0.159 -1.083 0.04
C 1.554 -1.456 -1.529 -0.46
O 1.869 -1.833 -2.658 0.05
N 0.531 -2.076 -0.949 0.16
C -0.096 -1.776 0.368 -0.24
C -1.430 -2.407 0.447 -0.14
C -2.588 -1.725 -0.345 -0.15
C -2.839 -0.248 0.141 -0.20
C -3.760 0.512 -0.892 -0.31
N -4.628 1.584 -0.506 -0.02
C 0.796 -2.284 1.440 -0.46
O 1.113 -1.768 2.470 0.12
O 1.401 -3.466 1.103 0.10
H 2.431 1.436 3.098 0.09
H 1.024 0.366 3.487 0.09
H 2.595 2.825 1.379 0.12
H 1.259 4.092 0.003 0.10
H 0.136 2.673 -0.035 0.09
H 2.958 2.537 -1.075 0.12
H 1.652 3.026 -2.254 0.09
H 1.790 0.782 -2.802 0.10
H 0.343 0.818 -1.791 0.13
H 1.885 0.024 0.105 0.13
H 3.913 -0.716 -0.257 0.10
H 3.861 -0.816 -1.911 0.13
H 0.549 -3.019 -1.215 0.13
H -0.106 -0.776 0.613 0.07
H -1.749 -2.525 1.421 0.10
H -1.312 -3.448 0.145 0.13
H -2.303 -1.602 -1.429 0.13
H -3.483 -2.317 -0.190 0.10
H -3.161 -0.131 1.118 0.08
H -1.845 0.251 0.143 0.06
H -3.081 0.751 -1.787 0.12
H -4.411 -0.366 -1.145 0.11
H -4.435 2.402 0.059 0.07
H -5.502 1.056 -0.332 0.08
H 2.049 -3.816 1.719 0.12
```

## Properties
* structure (SMILES): [H]/N=C(\N)NCCC[C@H](N)C(=O)N[C@@H](CCCCN)C(=O)O
* gap between HOMO and LUMO: 9.2 eV
* charge: 0



--- B ---
DFT (the ωB97M-V functional and the def2-TZVPD basis) results for C12H26N6O3 in the gas phase.

The geometry in XYZ format:
```
47
Properties=species:S:1:pos:R:3:lowdin_charge:R:1
H 1.578 -0.703 3.243 0.11
N 1.049 -1.094 2.347 0.05
C 0.915 -2.437 2.360 -0.47
N 1.747 -3.233 3.280 0.04
N -0.057 -3.202 1.734 0.04
C -0.991 -2.563 0.716 -0.19
C -2.111 -1.901 1.405 -0.18
C -3.196 -1.480 0.283 -0.11
C -2.467 -0.766 -0.795 -0.29
N -1.671 0.274 -0.235 0.11
C -0.740 1.015 -0.916 -0.42
O -0.477 0.875 -2.073 0.10
C -0.094 1.964 0.080 -0.29
N 0.033 1.424 1.439 0.03
C 1.330 2.423 -0.334 -0.17
C 2.599 1.495 -0.046 -0.19
C 3.908 2.239 0.144 -0.23
C 4.462 2.784 -1.193 -0.33
N 4.946 1.793 -2.114 -0.01
C -3.479 -0.242 -1.810 -0.41
O -4.574 0.105 -1.473 0.12
O -3.033 0.100 -3.097 0.09
H 2.274 -3.979 2.694 0.12
H 2.512 -2.740 3.785 0.08
H -0.293 -4.047 2.203 0.12
H -0.293 -1.706 0.360 0.13
H -1.278 -3.214 -0.142 0.13
H -1.778 -1.060 2.034 0.10
H -2.684 -2.616 2.021 0.12
H -4.052 -0.865 0.631 0.13
H -3.547 -2.456 -0.083 0.13
H -1.784 -1.431 -1.356 0.15
H -1.813 0.650 0.636 0.09
H -0.603 3.001 0.069 0.18
H -0.628 1.843 2.124 0.10
H 0.231 0.437 1.537 -0.01
H 1.441 3.335 0.246 0.09
H 1.362 2.825 -1.361 0.10
H 2.319 0.780 0.775 0.09
H 2.701 0.991 -1.046 0.11
H 4.567 1.442 0.535 0.10
H 3.977 3.142 0.810 0.12
H 3.568 3.335 -1.668 0.12
H 5.196 3.641 -1.168 0.11
H 5.858 1.613 -1.994 0.00
H 4.778 2.176 -3.118 0.12
H -2.073 0.026 -3.136 0.07
```

## Properties
* structure (SMILES): [H]/N=C(\N)NCCC[C@H](NC(=O)[C@@H](N)CCCCN)C(=O)O
* gap between HOMO and LUMO: 9.3 eV
* charge: 0



Which of them is most stable, and which least? Most stable: A; least stable: B.